{
  "formula": "C47H56O8P2PtS2",
  "method": "wB97M-V/def2-TZVPD",
  "species": ["H", "C", "P", "C", "H", "C", "H", "C", "H", "S", "C", "H", "C", "H", "C", "H", "H", "O", "C", "H", "H", "C", "C", "H", "O", "O", "C", "H", "H", "H", "O", "H", "C", "H", "H", "H", "C", "C", "C", "C", "H", "C", "H", "H", "H", "H", "H", "C", "C", "H", "H", "H", "C", "H", "S", "H", "C", "C", "H", "C", "P", "C", "C", "H", "H", "C", "O", "H", "H", "H", "C", "O", "C", "Pt", "C", "C", "H", "C", "O", "H", "C", "H", "C", "C", "H", "H", "H", "H", "C", "H", "H", "H", "C", "C", "C", "H", "C", "H", "C", "H", "C", "O", "H", "C", "C", "H", "H", "C", "H", "H", "C", "C", "C", "H", "H", "H"],
  "coordinates": [[-4.012494, 2.434010, -2.633529], [-0.918220, -2.541159, -5.625576], [-2.569430, 0.048547, -1.356236], [1.256358, 2.153328, -3.603048], [-5.042405, -0.487518, -3.793341], [6.295943, -0.965626, 1.398650], [1.423735, 2.871850, -2.799575], [0.345558, 3.047199, 3.593024], [-3.487598, -6.488936, 3.303486], [-0.991133, -0.700587, 2.061944], [2.222298, 1.616782, 0.055520], [-5.222616, -1.761958, 0.311981], [1.001169, 2.535292, 2.440458], [-4.686856, 2.281046, -0.156921], [4.937016, -0.918082, 1.620049], [1.504565, 3.619153, -5.132834], [-2.044156, 0.046020, -5.931356], [0.446704, -0.971021, -2.095819], [1.336972, 1.166793, 2.314749], [8.812303, -0.380804, 0.459622], [2.386385, 0.662563, -4.697300], [0.665337, -1.427936, 5.696154], [-2.738714, 2.805160, -0.929280], [2.344659, -1.060658, 7.731288], [-4.103147, 0.018365, -1.324582], [0.284661, -0.651712, -4.584846], [-1.101231, -3.404843, 1.849769], [0.670926, 2.167661, -5.678662], [-1.257749, -5.524237, 1.747172], [-3.458016, 2.585324, 1.090916], [1.963007, -1.883857, 1.866570], [-6.353988, 0.116570, -2.760745], [1.948219, 2.949215, 0.211478], [8.675110, -2.129756, 0.279188], [0.051654, 2.378131, 4.390577], [6.974761, -0.919078, 2.240907], [1.970620, 0.337085, 4.615735], [-3.810714, -3.437127, 2.552062], [-3.825587, 2.887528, 0.112095], [8.305353, -1.171938, -0.092713], [-2.433715, 0.564366, -3.707404], [2.542374, -0.418719, 6.881169], [-6.349302, -1.561371, -3.304771], [6.343829, -1.306355, -1.976745], [-0.980261, -3.083179, -6.570121], [2.735974, 1.251112, -0.824486], [4.675121, 2.017170, 5.877042], [-4.965112, -1.164511, -1.738822], [1.717066, -0.515005, 5.732791], [-0.452682, 4.759572, 4.565276], [4.537586, -0.861968, 2.624553], [-3.545760, 4.107812, -2.405774], [3.856577, 1.310383, 5.848584], [0.470885, -2.071398, 6.544960], [2.364825, -0.988769, 0.782789], [-4.919473, -5.822155, 2.515264], [-3.843909, -5.952090, 2.421479], [0.055233, 4.377814, 3.689927], [-1.525812, -0.599722, -7.474117], [-1.998246, -0.194963, -3.055215], [-0.208637, -0.156608, -3.231593], [3.602658, 0.492580, 6.935065], [-1.164056, -0.177486, -6.534960], [-4.155638, 3.925851, 0.177353], [2.231721, 3.656259, -0.558259], [1.895997, 0.702761, 1.108350], [-2.083748, 1.445281, -0.861278], [-0.952227, -2.243119, 4.533203], [2.729680, 0.681654, -2.967715], [-1.937161, -2.443051, -5.247525], [1.021113, 4.811562, 1.518919], [-1.828619, -0.983710, -0.513557], [-5.828197, -1.485519, -0.549410], [0.165149, -0.068761, -0.206972], [-0.146099, -1.522904, 4.559979], [-1.804250, -2.228582, 2.119729], [-6.462275, -0.637943, -0.292268], [-3.160662, -2.220185, 2.453584], [-1.871486, 0.457612, 2.185993], [-3.640895, -6.578346, 1.552322], [-0.275694, -1.203836, -5.889535], [0.183130, 6.324300, 2.755677], [-3.183056, 3.081183, -2.343122], [2.489301, 1.309649, -3.827562], [-4.267490, -1.980384, -1.946417], [1.284741, 5.495917, 0.722714], [-6.474016, -2.328180, -0.798497], [-0.322309, -3.144382, -4.942750], [-3.139851, -4.639556, 2.304310], [-4.856600, -3.456756, 2.830415], [-2.358878, 2.974624, -3.048450], [-1.895731, 3.440564, -0.658875], [4.094702, -0.999516, 0.505797], [6.824835, -1.095349, 0.103894], [3.058459, 1.236378, 4.700267], [3.900311, -1.263391, -1.627682], [1.138170, 0.252735, 3.480182], [-0.176438, 3.363379, -4.670831], [-1.781189, -4.598909, 1.950984], [8.573819, -1.087674, -1.142997], [0.407674, 5.271021, 2.651253], [0.121216, 1.360688, -3.046119], [-0.054960, -3.387293, 1.572066], [5.947677, -1.185132, -0.977329], [-5.714305, -0.739482, -2.972841], [4.214140, 0.547542, 7.825990], [-3.680873, -1.290588, 2.642407], [4.575083, -1.149726, -0.788287], [0.650153, -1.322059, -6.447416], [3.290133, 1.887154, 3.866444], [0.773838, 2.862603, -4.844369], [0.099429, -0.690736, 3.487390], [1.320673, 3.438008, 1.378071], [-2.349430, -1.180521, -3.376405], [-0.636046, 0.744726, -6.771239], [3.332556, 1.976843, -4.011514]],
  "atomic_forces_ev_per_a": [[0.0, 0.0, 0.0], [0.0, 0.0, -0.1], [0.3, 0.0, -0.3], [-0.2, 0.0, 0.0], [0.0, 0.0, 0.0], [0.0, 0.0, 0.0], [0.0, 0.0, 0.0], [0.0, 0.0, 0.0], [0.0, 0.0, 0.0], [-0.1, -0.2, 0.0], [-0.2, -0.2, -0.1], [0.0, 0.0, 0.0], [-0.1, 0.0, 0.1], [0.0, -0.1, 0.0], [0.0, 0.0, -0.1], [0.0, 0.0, 0.0], [0.0, 0.0, 0.0], [-0.1, 0.4, -0.5], [-0.1, -0.1, 0.0], [0.0, 0.0, 0.0], [0.0, 0.0, 0.0], [0.0, 0.0, 0.0], [0.1, -0.1, 0.0], [0.0, 0.0, 0.0], [0.0, -0.2, 0.1], [-0.1, -0.1, -0.1], [0.0, -0.1, 0.0], [0.0, 0.0, 0.1], [0.0, 0.0, 0.0], [0.0, 0.0, 0.0], [0.1, 0.0, 0.2], [0.0, 0.0, 0.0], [-0.1, 0.1, 0.0], [0.0, 0.0, 0.0], [0.0, 0.0, 0.0], [0.0, 0.0, 0.0], [0.0, -0.1, 0.1], [0.0, 0.1, 0.0], [0.0, 0.1, 0.0], [0.0, 0.0, -0.1], [0.0, 0.0, 0.0], [0.0, 0.0, 0.0], [0.0, 0.0, 0.0], [0.0, 0.0, 0.0], [0.0, 0.0, 0.0], [0.1, 0.0, 0.0], [0.0, 0.0, 0.0], [0.1, 0.2, 0.0], [0.0, 0.0, -0.1], [0.0, 0.0, 0.0], [0.0, 0.0, 0.0], [0.0, 0.0, 0.0], [0.0, 0.0, 0.1], [0.0, 0.0, 0.0], [-0.2, -0.3, -0.3], [0.0, 0.0, 0.0], [-0.1, 0.0, 0.0], [0.0, 0.0, -0.1], [0.0, 0.0, 0.0], [-0.1, 0.0, 0.0], [0.2, 0.0, 0.3], [0.0, 0.0, 0.0], [0.0, 0.0, -0.1], [0.0, 0.0, 0.0], [0.0, 0.0, 0.0], [0.2, 0.3, 0.1], [-0.1, 0.1, 0.1], [0.0, 0.0, 0.0], [0.0, 0.0, 0.1], [0.0, 0.0, 0.0], [0.0, -0.1, 0.0], [-0.1, 0.3, 0.0], [0.0, -0.1, 0.0], [0.3, -0.3, 0.5], [0.0, 0.0, 0.0], [-0.2, 0.1, 0.2], [0.0, 0.0, 0.0], [0.0, -0.1, -0.1], [-0.1, 0.0, 0.0], [0.0, 0.0, 0.0], [0.2, 0.0, 0.2], [0.0, 0.0, 0.0], [-0.1, 0.1, 0.0], [0.2, 0.0, -0.1], [0.0, 0.0, 0.0], [0.0, 0.0, 0.0], [0.0, 0.0, 0.0], [0.0, 0.0, 0.0], [0.0, 0.0, 0.0], [0.0, 0.0, 0.0], [0.0, 0.0, 0.0], [0.0, 0.0, 0.0], [-0.1, 0.0, 0.0], [0.0, 0.0, 0.0], [0.0, 0.0, 0.0], [0.0, 0.0, 0.0], [-0.1, 0.0, 0.0], [0.0, 0.0, 0.0], [0.0, 0.0, 0.0], [0.0, 0.0, 0.0], [0.0, 0.0, 0.0], [0.0, 0.0, -0.1], [0.0, 0.0, 0.0], [0.0, 0.0, 0.0], [0.0, 0.0, 0.0], [0.0, 0.0, 0.0], [0.0, 0.0, 0.0], [0.0, 0.0, 0.0], [0.0, 0.0, 0.0], [0.0, 0.0, 0.0], [0.1, 0.0, 0.0], [0.0, 0.1, 0.1], [0.1, 0.0, -0.1], [0.0, 0.0, 0.0], [0.0, 0.0, 0.0], [0.0, 0.0, 0.0]],
  "homo_ev": [-18.04, -18.17],
  "de_lowest_ev": 1.874,
  "molar_mass_g_mol": 1070.1,
  "spin_multiplicity": 5,
  "total_charge": 4,
  "orbital_gap_ev": [7.06, 4.55],
  "s_squared": 6.052,
  "total_energy_ev": -109486.116,
  "fmax_ev_per_a": 0.65
}